No. 1
Formula: CH4N2S
Source: the Open Molecules 2025 dataset
Level of theory: the ωB97M-V functional and the def2-TZVPD basis

energy relative to the best compared isomer or geometry (same formula, charge and spin) = 5.464 eV
highest occupied orbital energy (spin up / spin down) = -8.80 / -9.01 eV
energy = -548.011071 hartree
gap between HOMO and LUMO (spin up / spin down) = 8.53 / 8.05 eV

CARTESIAN COORDINATES (ANGSTROEM)
C 0.204 -0.548 -1.121
N 0.112 0.394 -0.096
N 1.309 0.354 -0.632
S -0.818 -0.249 1.952
H 0.471 -1.464 -0.704
H -0.205 -0.508 -2.062
H -0.519 1.096 -0.004
H -0.554 0.924 2.666



No. 2
Formula: C40H44BrClFN2O4PS
Source: the Open Molecules 2025 dataset
Level of theory: the ωB97M-V functional and the def2-TZVPD basis

highest occupied orbital energy = -8.34 eV
energy = -5834.699302 hartree
gap between HOMO and LUMO = 7.58 eV

CARTESIAN COORDINATES (ANGSTROEM)
C -1.909 -4.641 2.626
C -2.458 -4.795 1.180
C -1.506 -4.249 0.092
C -2.020 -4.800 -1.272
C -1.518 -2.720 0.012
N -2.509 -2.176 -0.649
C -2.486 -0.812 -0.717
C -3.508 -0.150 -1.449
P -4.757 -1.264 -2.286
C -3.684 -2.166 -3.524
O -5.827 -0.343 -3.165
C -3.543 1.195 -1.537
F -4.476 1.836 -2.231
C -2.539 1.971 -0.890
Cl -2.606 3.702 -0.991
C -1.563 1.345 -0.197
Br -0.204 2.370 0.682
C -1.489 -0.074 -0.086
N -0.445 -0.603 0.610
C -0.483 -1.911 0.618
C 0.678 -2.604 1.329
C 1.657 -3.100 0.215
C 2.409 -1.929 -0.455
S 3.962 -1.658 0.402
O 4.504 -2.859 0.941
O 3.707 -0.666 1.404
O 4.999 -1.149 -0.710
H -2.606 -5.039 3.369
H -1.652 -3.590 2.803
H -1.002 -5.264 2.671
H -2.519 -5.884 1.018
H -3.484 -4.419 1.085
H -0.508 -4.662 0.265
H -1.936 -5.895 -1.239
H -3.076 -4.552 -1.406
H -1.386 -4.422 -2.084
H -2.775 -1.561 -3.675
H -4.178 -2.257 -4.498
H -3.342 -3.120 -3.119
H -5.476 -0.260 -4.065
H 0.347 -3.402 1.992
H 1.223 -1.834 1.893
H 2.313 -3.902 0.568
H 1.031 -3.538 -0.578
H 1.788 -1.025 -0.480
H 2.599 -2.184 -1.507
H 4.860 -0.199 -0.856
C 2.626 -2.492 -6.944
C 3.561 -2.366 -5.925
C 3.278 -2.859 -4.658
C 2.058 -3.475 -4.411
C 1.120 -3.594 -5.427
C 1.405 -3.104 -6.694
H 2.850 -2.114 -7.933
H 4.510 -1.883 -6.118
H 4.009 -2.763 -3.864
H 1.838 -3.863 -3.423
H 0.167 -4.069 -5.232
H 0.675 -3.199 -7.488
C -3.722 8.843 -3.294
C -4.378 8.266 -4.373
C -4.708 6.918 -4.345
C -4.379 6.145 -3.239
C -3.715 6.721 -2.165
C -3.387 8.070 -2.191
H -3.470 9.896 -3.314
H -4.633 8.868 -5.236
H -5.223 6.468 -5.185
H -4.638 5.094 -3.215
H -3.453 6.118 -1.306
H -2.871 8.518 -1.351
C 2.479 5.862 4.564
C 1.785 5.362 3.470
C 1.399 4.029 3.443
C 1.711 3.193 4.507
C 2.413 3.690 5.596
C 2.795 5.025 5.626
H 2.774 6.903 4.589
H 1.543 6.013 2.639
H 0.856 3.637 2.592
H 1.409 2.153 4.485
H 2.661 3.036 6.424
H 3.340 5.413 6.477
C 3.190 -0.996 7.215
C 3.624 0.274 6.858
C 3.978 0.542 5.542
C 3.901 -0.460 4.583
C 3.475 -1.731 4.942
C 3.118 -1.999 6.258
H 2.908 -1.204 8.240
H 3.686 1.055 7.606
H 4.313 1.534 5.262
H 4.173 -0.252 3.559
H 3.421 -2.514 4.195
H 2.784 -2.991 6.537



No. 3
Formula: C18H20Cl3NO2PRuSe2SiTe
Source: the Open Molecules 2025 dataset
Level of theory: the ωB97M-V functional and the def2-TZVPD basis

energy relative to the best compared isomer or geometry (same formula, charge and spin) = 0.000 eV
highest occupied orbital energy (spin up / spin down) = -7.00 / -7.71 eV
energy = -8080.626899 hartree
gap between HOMO and LUMO (spin up / spin down) = 7.19 / 7.54 eV
⟨S²⟩ = 0.7570
2S+1 = 2

CARTESIAN COORDINATES (ANGSTROEM)
Ru 0.339 0.503 -2.013
Se -1.740 -0.764 -1.444
P -0.920 -0.882 0.556
Se 1.100 -0.137 0.332
C -1.009 -2.540 1.264
C -2.257 -3.029 1.649
C -2.366 -4.313 2.155
C -1.232 -5.108 2.279
C 0.007 -4.622 1.895
C 0.122 -3.336 1.382
C -1.816 0.161 1.734
C -2.718 1.119 1.289
C -3.320 1.977 2.199
C -3.022 1.876 3.550
C -2.126 0.912 3.997
C -1.523 0.055 3.093
H -3.138 -2.406 1.553
H -3.333 -4.695 2.452
H -1.319 -6.111 2.676
H 0.888 -5.243 1.991
H 1.083 -2.947 1.070
H -2.952 1.178 0.233
H -4.025 2.721 1.852
H -3.494 2.544 4.258
H -1.898 0.830 5.052
H -0.822 -0.695 3.441
O 2.393 -1.383 -3.494
C 3.078 -0.510 -2.842
C 4.557 -0.593 -2.661
C 4.849 0.649 -1.821
C 3.490 1.320 -1.662
O 3.271 2.334 -1.054
N 2.507 0.554 -2.309
H 5.025 -0.572 -3.646
H 4.826 -1.538 -2.190
H 5.546 1.342 -2.287
H 5.227 0.417 -0.826
Cl 1.602 0.260 -5.651
Si 0.814 -0.629 -3.948
Cl -0.221 -2.267 -4.591
Cl -0.953 1.142 -3.981
C 0.578 3.497 0.489
Te 0.483 3.264 -1.617
C -1.592 3.717 -1.703
H 0.352 4.530 0.745
H 1.591 3.245 0.787
H -0.126 2.816 0.961
H -1.756 4.755 -1.426
H -2.136 3.054 -1.037
H -1.914 3.545 -2.727



No. 4
Formula: C14H26B2F4N6O4SZr
Source: the Open Molecules 2025 dataset
Level of theory: the ωB97M-V functional and the def2-TZVPD basis

energy relative to the best compared isomer or geometry (same formula, charge and spin) = 0.225 eV
charge = +4
highest occupied orbital energy = -22.14 eV
energy = -2071.622868 hartree
gap between HOMO and LUMO = 7.87 eV

CARTESIAN COORDINATES (ANGSTROEM)
Zr -0.038 0.116 -0.161
C -1.126 -0.686 5.222
C -0.222 -0.556 4.096
N -0.345 -0.296 2.835
O -1.094 -0.008 1.827
B -2.857 -1.943 0.682
F -3.899 -1.926 1.435
F -1.730 -2.571 1.016
O -2.815 -1.202 -0.520
N -1.549 -1.258 -1.098
C -1.276 -2.253 -1.867
C -2.218 -3.282 -2.332
C 0.216 -2.366 -2.150
N 0.897 -1.570 -1.399
O 2.277 -1.658 -1.460
B 2.854 -2.385 -0.399
F 4.135 -2.481 -0.341
F 2.029 -2.889 0.506
O 1.567 -0.139 1.424
N 1.121 -0.389 2.608
C 1.351 -0.655 3.852
C 2.532 -0.907 4.657
C 0.751 -3.358 -3.094
H -2.168 -0.572 4.928
H -0.877 0.066 5.982
H -0.981 -1.660 5.707
H -3.254 -3.007 -2.149
H -2.010 -4.239 -1.833
H -2.073 -3.471 -3.399
H 3.447 -0.849 4.071
H 2.456 -1.896 5.126
H 2.578 -0.188 5.485
H 0.270 -3.242 -4.071
H 0.502 -4.374 -2.763
H 1.828 -3.279 -3.213
C -0.646 2.073 -2.641
C 0.673 1.344 -2.847
N 1.446 1.263 -1.564
C 2.030 2.608 -1.207
C 1.923 2.918 0.269
S 0.278 2.523 0.924
C -0.896 3.584 0.021
C -1.969 2.716 -0.610
N -1.371 1.591 -1.410
H -1.276 1.936 -3.520
H -0.486 3.145 -2.551
H 1.257 1.865 -3.608
H 0.517 0.328 -3.215
H 2.236 0.641 -1.747
H 1.512 3.367 -1.790
H 3.076 2.640 -1.515
H 2.135 3.968 0.474
H 2.605 2.320 0.874
H -0.343 4.184 -0.701
H -1.340 4.268 0.743
H -2.611 3.325 -1.250
H -2.604 2.272 0.159
H -2.170 1.051 -1.742